# 1
Entry from the OMol25 dataset: a cluster of 2 separate species, O2S2 in total at a distorted geometry (wB97M-V/def2-TZVPD).

Strongest force on any atom ... 0.0228 hartree/bohr
Calculated total energy ... -25760.157 eV
Highest occupied orbital energy ... -8.35 eV
Gap between HOMO and LUMO ... 5.578 eV
SMILES ... O=S.O=S
2S+1 ... 1
LUMO energy ... -2.7667 eV
Relative energy (zero: lowest compared OMol25 entry of this formula, charge and spin) ... 365.6 kJ/mol

Geometry as XYZ:
```
4
O2S2 (wB97M-V/def2-TZVPD)
O -0.8321 0.0155 0.4902
S -2.1819 -0.0195 -0.1604
O 1.6564 1.0039 -0.0648
S 1.7697 -0.4902 -0.0522
```

***

# 2
Entry from the OMol25 dataset: the ion O4PS with charge -1 at a distorted geometry (wB97M-V/def2-TZVPD).

Strongest force on any atom ... 0.0632 hartree/bohr
Calculated total energy ... -28316.672 eV
Charge ... -1
Highest occupied orbital energy ... -4.87 eV
Gap between HOMO and LUMO ... 8.842 eV
2S+1 ... 1
LUMO energy ... 3.9716 eV
Relative energy (zero: lowest compared OMol25 entry of this formula, charge and spin) ... 40.7 kJ/mol

Geometry as XYZ:
```
6
O4PS (wB97M-V/def2-TZVPD)
O -1.6204 0.7999 -1.1970
O 0.3610 -0.7076 0.0462
O 2.8245 -0.1415 0.3930
O -1.7051 -0.0108 0.9820
P 1.5146 0.4443 0.1577
S -1.3746 -0.3842 -0.3819
```

***

# 3
Entry from the OMol25 dataset: a cluster of 2 separate species, O4S2 in total at a distorted geometry (wB97M-V/def2-TZVPD).

Strongest force on any atom ... 0.0997 hartree/bohr
Calculated total energy ... -29859.218 eV
Highest occupied orbital energy ... -11.91 eV
Gap between HOMO and LUMO ... 10.223 eV
2S+1 ... 1
LUMO energy ... -1.6909 eV
Relative energy (zero: lowest compared OMol25 entry of this formula, charge and spin) ... 30.3 kJ/mol

Geometry as XYZ:
```
6
O4S2 (wB97M-V/def2-TZVPD)
O -0.7100 0.1486 -1.0008
O 1.7680 -1.3929 -0.0394
O -2.8381 0.2686 0.2401
O 1.2477 0.8485 0.7596
S -1.3413 0.0818 0.2856
S 1.8737 0.0455 -0.2452
```

***

# 4
Entry from the OMol25 dataset: a structure of composition O4SSn at a distorted geometry (wB97M-V/def2-TZVPD).

Strongest force on any atom ... 0.1280 hartree/bohr
Calculated total energy ... -24851.437 eV
Highest occupied orbital energy ... -8.47 eV
Gap between HOMO and LUMO ... 4.267 eV
2S+1 ... 1
LUMO energy ... -4.2007 eV
Relative energy (zero: lowest compared OMol25 entry of this formula, charge and spin) ... 331.6 kJ/mol

Geometry as XYZ:
```
6
O4SSn (wB97M-V/def2-TZVPD)
Sn -2.2982 -0.5814 1.7133
S 0.4604 0.1195 -0.3827
O 1.0704 -0.9682 -1.1508
O 1.2115 1.3843 -0.5211
O -0.9425 0.3139 -0.6862
O 0.4985 -0.2682 1.0274
```

***

# 5
Entry from the OMol25 dataset: the molecule OS at a distorted geometry (wB97M-V/def2-TZVPD).

Strongest force on any atom ... 0.0322 hartree/bohr
Calculated total energy ... -12880.027 eV
Highest occupied orbital energy ... -8.62 eV
Gap between HOMO and LUMO ... 6.411 eV
SMILES ... O=S
2S+1 ... 1
LUMO energy ... -2.2131 eV
Relative energy (zero: lowest compared OMol25 entry of this formula, charge and spin) ... 1.9 kJ/mol

Geometry as XYZ:
```
2
OS (wB97M-V/def2-TZVPD)
O 0.2681 0.4499 -0.5029
S -0.2681 -0.4499 0.5029
```

***

# 6
Entry from the OMol25 dataset: the molecule OS3 at a distorted geometry (wB97M-V/def2-TZVPD).

Strongest force on any atom ... 0.0536 hartree/bohr
Calculated total energy ... -34551.588 eV
Highest occupied orbital energy ... -9.69 eV
Gap between HOMO and LUMO ... 7.809 eV
2S+1 ... 1
LUMO energy ... -1.8856 eV
Relative energy (zero: lowest compared OMol25 entry of this formula, charge and spin) ... 40.9 kJ/mol

Geometry as XYZ:
```
4
OS3 (wB97M-V/def2-TZVPD)
O 1.4287 -0.0137 -0.8567
S -0.5308 0.6317 1.4749
S -1.0339 -1.0994 -0.0636
S 0.1361 0.4814 -0.5546
```

***

# 7
Entry from the OMol25 dataset: the molecule S2 at a distorted geometry (wB97M-V/def2-TZVPD).

Strongest force on any atom ... 0.1125 hartree/bohr
Calculated total energy ... -21667.418 eV
Highest occupied orbital energy ... -9.27 eV
Gap between HOMO and LUMO ... 5.635 eV
2S+1 ... 1
LUMO energy ... -3.6333 eV
Relative energy (zero: lowest compared OMol25 entry of this formula, charge and spin) ... 152.4 kJ/mol

Geometry as XYZ:
```
2
S2 (wB97M-V/def2-TZVPD)
S -0.9331 0.6243 -0.2181
S 0.9331 -0.6243 0.2181
```